Below is a 3-piece molecular cluster, C32H71BFN3O5P overall at a distorted geometry, with properties calculated with wB97M-V/def2-TZVPD.

XYZ file:
```
114
Properties=species:S:1:pos:R:3:forces:R:3:lowdin_charge:R:1
C -3.00081 2.02095 5.98958 -0.135 -1.139 0.961 -0.132
O -3.75595 3.27819 5.82518 1.381 -1.107 -2.199 -0.252
C -3.61963 3.79601 4.42737 -0.624 1.358 0.350 -0.205
C -4.64319 3.07493 3.36848 -0.062 0.249 0.330 -0.174
C -4.04265 2.87641 1.85121 -0.635 -0.363 -0.494 -0.205
C -4.62356 1.46969 1.15988 -0.823 0.906 -0.061 -0.222
C -4.41161 1.40735 -0.46521 -0.782 0.312 0.318 -0.217
C -4.44122 -0.13453 -1.08603 -0.728 0.809 -1.110 -0.206
C -3.15851 -0.40697 -2.09295 -0.903 0.458 -0.341 -0.202
C -2.65704 -1.96446 -2.14817 -0.470 -0.150 -1.041 -0.211
C -1.03871 -2.18991 -2.03406 -0.795 -1.552 -0.152 -0.189
C -0.38140 -1.86417 -0.56894 2.197 2.206 -2.383 -0.383
P -1.55001 -2.26383 0.88053 1.100 -0.693 2.571 0.814
N -0.91151 -2.10727 2.35804 -1.252 0.991 -1.271 -0.276
C 0.10193 -0.26397 -0.63432 -0.197 1.901 -0.647 -0.165
C -0.58618 0.80623 0.39757 0.627 1.343 0.068 -0.158
C 0.14585 0.92270 1.86612 0.188 0.378 0.379 -0.154
C -0.92120 1.29694 3.09869 0.504 -1.990 -0.956 -0.121
F -0.46640 0.51367 4.29371 -1.005 2.057 -2.338 -0.144
C 1.74744 -0.12433 -0.66193 -1.532 -2.482 0.699 -0.014
C 2.48840 1.33912 -0.71633 0.636 -0.936 -1.484 -0.100
C 3.40751 1.70274 0.59074 0.307 0.577 -0.757 -0.181
C 3.11908 3.26972 0.97146 -0.835 0.503 0.087 -0.177
C 3.33408 3.65959 2.54805 -1.290 0.885 -0.175 -0.233
O 3.49623 2.51859 3.46153 -1.558 0.093 -1.618 -0.133
N 2.23255 -1.40843 -0.63249 -0.603 4.384 0.155 -0.037
C 3.73915 -1.65989 -0.64855 1.116 -0.700 -0.734 0.001
C 1.12904 -2.48863 -0.64010 -0.125 -1.351 -2.284 -0.081
B 1.52473 -3.87015 0.14341 1.639 -2.058 1.238 -0.409
O 2.63358 -4.68613 -0.46782 -0.324 2.870 2.044 -0.002
N 0.94824 -4.40668 1.43613 0.693 -0.024 -1.306 -0.194
C 0.53566 -5.86351 1.32972 0.190 -0.757 0.574 -0.105
C 1.86726 -4.21886 2.62271 -0.627 -0.095 1.720 -0.105
H -3.37158 1.49269 6.99316 0.653 1.378 -2.204 0.114
H -3.21646 1.24151 5.12828 0.494 1.667 1.512 0.088
H -1.83874 2.16847 6.12979 -2.263 -0.020 -0.586 0.101
H -3.95865 4.93848 4.49558 0.891 -2.516 0.004 0.140
H -2.49465 3.80650 4.10375 -2.023 -0.294 0.488 0.103
H -5.58681 3.78486 3.27412 1.904 -1.650 0.262 0.124
H -5.01182 2.07661 3.87830 0.830 1.846 -1.261 0.121
H -4.43070 3.79640 1.20712 0.924 -2.025 1.202 0.125
H -2.87052 2.87659 1.78839 -2.153 0.044 0.318 0.083
H -4.17926 0.50981 1.66659 -0.772 1.841 -0.764 0.091
H -5.79982 1.50855 1.35712 2.578 -0.428 -0.290 0.130
H -3.44116 2.00311 -0.73842 -1.605 -1.321 0.363 0.095
H -5.31890 2.01432 -0.94400 2.092 -1.263 0.977 0.125
H -5.41204 -0.16590 -1.77796 2.066 -0.173 1.628 0.121
H -4.60039 -0.96093 -0.27329 0.536 1.620 -1.374 0.091
H -2.33632 0.37909 -1.82295 -1.287 -1.711 -0.446 0.079
H -3.54708 -0.10931 -3.18195 1.044 -0.602 2.387 0.129
H -3.29429 -2.63206 -1.39078 1.635 1.452 -1.457 0.110
H -2.96875 -2.37150 -3.22684 0.770 0.756 2.415 0.130
H -0.48235 -1.63664 -2.91994 -1.064 -0.939 1.999 0.143
H -0.85893 -3.35402 -2.22999 -0.399 2.392 0.376 0.139
H -1.91386 -3.68201 0.74887 0.131 1.277 -0.833 0.039
H -2.74597 -1.44105 0.77934 0.802 -0.780 -0.725 0.012
H -1.52106 -1.41524 2.84801 0.850 -0.606 -0.208 -0.037
H -0.17123 0.15679 -1.71692 0.461 -0.987 2.198 0.151
H -0.46081 1.87964 -0.11010 -0.498 -2.291 0.976 0.117
H -1.73753 0.63022 0.50979 2.172 0.142 -0.307 0.086
H 0.74339 -0.06909 2.07846 -1.560 1.857 -0.035 0.113
H 0.92264 1.79713 1.85496 -1.358 -1.552 -0.245 0.083
H -0.97190 2.44839 3.31632 0.157 -2.496 -0.113 0.114
H -1.96783 0.83842 2.76018 2.097 1.204 1.122 0.104
H 1.69200 2.16881 -0.98833 1.464 -1.944 0.817 0.122
H 3.23215 1.30628 -1.64910 -1.739 -0.063 1.829 0.141
H 3.14688 0.92599 1.42597 0.772 1.769 -1.367 0.108
H 4.55014 1.64550 0.25291 -2.555 -0.284 1.011 0.137
H 3.75651 4.05101 0.34254 -1.317 -2.033 1.075 0.137
H 1.98196 3.51161 0.70356 2.438 -0.552 0.537 0.089
H 2.35189 4.22865 2.89510 2.050 -0.926 -0.782 0.128
H 4.20580 4.43820 2.60605 -1.415 -1.993 0.374 0.133
H 2.65745 1.94637 3.35200 1.940 1.453 0.388 0.096
H 4.34294 -0.75262 -1.13590 -1.738 -1.801 1.327 0.125
H 3.99279 -2.59275 -1.34797 -0.826 1.939 1.756 0.128
H 4.09080 -1.84352 0.45363 -0.613 0.327 -2.179 0.131
H 1.20609 -2.83160 -1.78167 -0.120 0.406 2.250 0.169
H 3.42298 -4.47352 0.14579 -1.665 -1.035 -1.268 0.121
H -0.17685 -6.09722 2.24975 1.311 0.518 -2.077 0.114
H -0.01835 -6.10109 0.30455 1.264 0.505 2.251 0.115
H 1.49268 -6.53653 1.47696 -1.945 0.982 -0.622 0.107
H 1.72429 -3.15382 3.13564 0.424 -2.191 -1.402 0.105
H 2.99078 -4.48158 2.41051 -1.888 0.569 0.302 0.094
H 1.50539 -4.99943 3.44847 0.823 1.721 -1.760 0.116
C 3.50892 -4.95940 -4.35405 0.072 0.054 -0.122 -0.080
C 2.59883 -5.94367 -3.64227 -0.195 -0.018 0.003 -0.275
O 1.34723 -6.13920 -4.30040 -0.047 0.135 0.138 -0.172
C 1.40366 -6.64944 -5.63016 0.002 -0.099 -0.020 -0.278
C 2.07146 -8.00985 -5.73006 0.090 -0.122 0.113 -0.079
H 3.01291 -3.98961 -4.46648 0.027 -0.069 0.026 0.075
H 4.43430 -4.81650 -3.78564 -0.116 -0.039 -0.054 0.076
H 3.78150 -5.30465 -5.35361 0.072 0.017 0.085 0.068
H 2.36828 -5.55357 -2.64497 -0.133 -0.157 -0.245 0.087
H 3.09771 -6.90635 -3.48753 0.066 0.043 -0.078 0.112
H 1.88528 -5.92285 -6.29281 0.078 -0.036 -0.007 0.105
H 0.36787 -6.73942 -5.97404 0.089 0.126 0.247 0.119
H 3.11563 -7.97699 -5.40915 -0.037 0.007 -0.115 0.066
H 2.05051 -8.37092 -6.76336 -0.027 0.064 0.148 0.082
H 1.55646 -8.73708 -5.09239 0.036 0.112 -0.135 0.085
C -0.75645 5.61371 -1.97537 -0.068 0.023 -0.143 -0.073
C 0.18039 5.36534 -0.80732 0.177 0.299 -0.116 -0.287
O 1.51037 5.83079 -1.03615 -0.034 -0.374 0.091 -0.182
C 1.65927 7.22673 -1.28308 -0.003 0.178 0.029 -0.271
C 1.17111 8.10030 -0.14061 -0.088 -0.042 0.161 -0.076
H -0.36879 5.14396 -2.88543 -0.047 0.027 0.125 0.085
H -1.74848 5.20089 -1.76256 0.130 0.045 -0.019 0.077
H -0.87622 6.67908 -2.18332 -0.059 -0.075 0.078 0.072
H 0.25363 4.28572 -0.63701 0.205 0.055 -0.012 0.080
H -0.21554 5.79599 0.11861 -0.060 0.043 -0.037 0.110
H 1.17037 7.49744 -2.22471 -0.056 0.014 0.051 0.108
H 2.72965 7.40510 -1.43034 -0.136 -0.274 0.019 0.121
H 0.10168 7.97154 0.04404 0.041 0.096 -0.068 0.067
H 1.34660 9.15720 -0.36571 0.001 -0.173 0.023 0.084
H 1.69575 7.84601 0.78718 -0.026 0.071 -0.148 0.083
```
Forces are in eV/Å.

## Properties
- HOMO level (eV) = -11.07
- max |F| (eV/Å) = 4.428
- total charge = +1
- gap between HOMO and LUMO (eV) = 7.5121